Record 1
The following is a quantum chemistry calculation of a 2-piece molecular cluster, C6H14N2O2 overall, from the OMol25 dataset.

Results
- relative energy (zero: lowest compared OMol25 entry of this formula, charge and spin) (kcal per mole) = 24.0
- M (g mol⁻¹) = 146.2
- Kohn-Sham gap (eV) = 10.1
- HOMO energy (eV) = -9.196

```
24
Properties=species:S:1:pos:R:3:nbo_charge:R:1
C 1.3163 1.7190 -2.9217 -0.698
C 1.0450 2.0028 0.8650 -0.434
C 1.2243 1.2228 -1.4855 0.683
O 1.5371 0.0776 -1.2294 -0.628
N 0.9482 2.1756 -0.5607 -0.614
H 2.2976 2.1621 -3.0605 0.229
H 0.5870 3.0314 -0.9396 0.384
H 1.7439 1.1313 0.8800 0.228
H 1.2323 0.9109 -3.6417 0.240
H 0.5735 2.5062 -3.0890 0.204
H 1.5607 2.7839 1.4141 0.205
H 0.1154 1.6241 1.2983 0.205
C -2.9056 -1.0947 1.5123 -0.718
C 0.5739 -2.4167 0.7233 -0.428
C -1.6270 -1.4297 0.7539 0.665
O -1.2913 -0.7056 -0.1688 -0.631
N -0.8207 -2.4593 1.1485 -0.625
H -2.8177 -1.3392 2.5727 0.215
H -1.1325 -3.1014 1.8556 0.390
H 0.8692 -1.3944 0.4941 0.254
H -3.1551 -0.0585 1.2897 0.247
H -3.7802 -1.5532 1.0190 0.236
H 1.2616 -2.7965 1.4676 0.193
H 0.6442 -2.9983 -0.1973 0.198
```

Record 2
The following is a quantum chemistry calculation of a 2-piece molecular cluster, C6H14N2O2 overall, from the OMol25 dataset.

Results
- relative energy (zero: lowest compared OMol25 entry of this formula, charge and spin) (kcal per mole) = 74.9
- M (g mol⁻¹) = 146.2
- Kohn-Sham gap (eV) = 10.1
- HOMO energy (eV) = -9.554

```
24
Properties=species:S:1:pos:R:3:nbo_charge:R:1
C -0.2619 -2.5544 -0.9388 -0.711
C -2.0926 0.5132 -2.2476 -0.427
C -0.6783 -1.4473 -1.8037 0.636
O -0.6586 -1.2894 -3.0088 -0.623
N -1.3694 -0.3925 -1.2523 -0.631
H 0.9285 -2.6926 -0.9180 0.255
H -1.3642 -0.1779 -0.2710 0.378
H -2.1067 -0.0305 -3.2336 0.269
H -0.2656 -2.3770 0.2864 0.218
H -0.8624 -3.4061 -1.0786 0.252
H -3.0631 0.6202 -1.7966 0.190
H -1.6508 1.4985 -2.1716 0.201
C 2.3017 1.3458 0.0620 -0.429
C -0.1717 0.7358 2.9292 -0.741
C 1.0298 0.9560 2.0869 0.654
O 2.1079 1.1222 2.5959 -0.606
N 1.0275 0.8199 0.7016 -0.650
H 0.3858 0.2541 0.1789 0.394
H 3.1670 0.8926 0.5970 0.215
H 0.2324 0.9266 4.0086 0.254
H 2.3934 0.9701 -0.9070 0.207
H 2.5263 2.3605 0.3235 0.216
H -0.9077 1.6043 2.8338 0.237
H -0.6472 -0.2523 3.0239 0.242
```

Record 3
The following is a quantum chemistry calculation of a 2-piece molecular cluster, C6H14N2O2 overall, from the OMol25 dataset.

Results
- relative energy (zero: lowest compared OMol25 entry of this formula, charge and spin) (kcal per mole) = 43.3
- M (g mol⁻¹) = 146.2
- Kohn-Sham gap (eV) = 9.4
- HOMO energy (eV) = -8.911

```
24
Properties=species:S:1:pos:R:3:nbo_charge:R:1
C 2.7300 -0.9697 1.5843 -0.684
C 0.3921 2.0334 1.6614 -0.423
C 1.5586 -0.0301 1.2569 0.706
O 0.6971 -0.2790 0.4603 -0.651
N 1.4128 1.0711 2.0791 -0.640
H 2.9408 -1.4131 0.6313 0.237
H 2.1888 1.5238 2.6664 0.404
H -0.6572 1.6006 1.9122 0.215
H 3.4510 -0.2157 1.8943 0.208
H 2.4979 -1.6392 2.2962 0.232
H 0.6554 3.0115 2.2141 0.203
H 0.4736 2.2326 0.5776 0.208
C -2.8810 -0.9501 -0.3769 -0.439
C -0.0814 -0.3480 -2.7697 -0.729
C -1.4221 -0.6761 -2.2692 0.666
O -2.3658 -1.0250 -2.9389 -0.625
N -1.6891 -0.2662 -0.9552 -0.640
H -0.9362 -0.0768 -0.4111 0.406
H -3.4023 -1.6838 -1.0764 0.244
H -0.2190 0.6642 -3.2000 0.241
H -2.6350 -1.4215 0.6014 0.193
H -3.6711 -0.1005 -0.2163 0.188
H 0.6532 -0.1287 -1.9620 0.236
H 0.3088 -0.9136 -3.6598 0.244
```

Record 4
The following is a quantum chemistry calculation of a 2-piece molecular cluster, C6H14N2O2 overall, from the OMol25 dataset.

Results
- relative energy (zero: lowest compared OMol25 entry of this formula, charge and spin) (kcal per mole) = 44.8
- M (g mol⁻¹) = 146.2
- Kohn-Sham gap (eV) = 9.6
- HOMO energy (eV) = -9.048

```
24
Properties=species:S:1:pos:R:3:nbo_charge:R:1
C -1.8831 -0.3835 1.2516 -0.720
C 1.6251 -1.2619 2.4086 -0.431
C -0.7802 -0.5144 2.2721 0.671
O -0.9854 -0.2141 3.4306 -0.617
N 0.3055 -1.2078 1.7593 -0.624
H -1.7306 0.4387 0.5229 0.215
H 0.3570 -1.2420 0.7951 0.409
H 1.4955 -1.1556 3.4866 0.231
H 1.9483 -2.4190 2.4224 0.179
H -2.0620 -1.3401 0.7539 0.228
H -2.8219 -0.0066 1.8385 0.239
H 2.4852 -0.7761 1.9574 0.207
C 0.2585 2.3573 -0.8748 -0.427
C 0.0349 -0.7691 -2.9749 -0.698
C 0.4125 0.1339 -1.7322 0.714
O 0.8720 -0.3008 -0.7128 -0.631
N 0.1907 1.5026 -1.9982 -0.634
H -0.2637 1.7234 -2.7982 0.392
H -0.3654 2.0368 -0.0037 0.210
H -0.0754 -1.7457 -2.7845 0.224
H 1.3303 2.6764 -0.6008 0.210
H -0.1954 3.3974 -1.1549 0.206
H -0.9461 -0.3487 -3.4642 0.210
H 0.7936 -0.5812 -3.7996 0.235
```

Record 5
The following is a quantum chemistry calculation of a 2-piece molecular cluster, C6H14N2O2 overall, from the OMol25 dataset.

Results
- relative energy (zero: lowest compared OMol25 entry of this formula, charge and spin) (kcal per mole) = 135.8
- M (g mol⁻¹) = 146.2
- Kohn-Sham gap (eV) = 9.7
- HOMO energy (eV) = -8.983

```
24
Properties=species:S:1:pos:R:3:nbo_charge:R:1
C 0.8782 -2.3406 1.6700 0.140
C 0.5406 1.4753 -0.2123 -0.602
C -0.7356 1.4998 -1.0264 -0.067
C -1.8546 2.3100 -0.4016 -0.592
C -1.1014 0.2748 -1.8008 -0.430
C -0.6185 1.4982 -2.5187 -0.416
H 2.7369 -3.9166 2.8992 0.474
H 0.2961 -3.0854 3.4575 0.361
H -0.1775 -2.1360 1.3872 0.155
H 0.6470 -1.0167 -0.1206 0.441
H 0.3685 1.0323 0.7890 0.198
H 0.9342 2.4867 -0.0621 0.212
H 1.3118 0.8927 -0.7128 0.230
H -1.5534 3.3623 -0.2653 0.210
H -2.1223 1.9129 0.5842 0.205
H -2.7525 2.2987 -1.0338 0.207
H -2.1531 0.0068 -1.8875 0.215
H -0.4398 -0.5944 -1.7574 0.200
H -1.3418 2.0794 -3.0994 0.214
H 0.3831 1.4705 -2.9624 0.217
N 0.9890 -3.2599 2.7204 -0.328
N 1.8936 -1.9142 1.0437 -0.150
O 2.2378 -3.2319 3.3571 -0.549
O 1.6338 -1.1048 -0.0471 -0.545
```

Record 6
The following is a quantum chemistry calculation of a 2-piece molecular cluster, C6H14N2O2 overall, from the OMol25 dataset.

Results
- relative energy (zero: lowest compared OMol25 entry of this formula, charge and spin) (kcal per mole) = 33.3
- M (g mol⁻¹) = 146.2
- Kohn-Sham gap (eV) = 8.8
- HOMO energy (eV) = -7.968

```
24
Properties=species:S:1:pos:R:3:nbo_charge:R:1
C 0.8655 -2.1379 0.2400 -0.412
C 0.3613 -1.1837 -1.9607 -0.406
N -0.0641 -1.4366 -0.6078 -0.445
C -1.2766 -1.1014 -0.1372 0.901
O -2.0855 -0.5344 -1.0732 -0.711
O -1.6571 -1.2810 0.9991 -0.685
H -2.9303 -0.3371 -0.6477 0.501
H 1.0649 -3.1304 -0.1721 0.187
H 0.4234 -2.2383 1.2281 0.243
H 1.8005 -1.5830 0.3143 0.204
H -0.2980 -0.4526 -2.4243 0.232
H 0.3510 -2.1026 -2.5495 0.189
H 1.3777 -0.7885 -1.9441 0.200
C -1.4330 1.9995 1.0380 -0.415
N -0.2297 1.6617 0.3128 -0.617
C 0.8925 1.2708 1.0020 0.024
C 2.1383 1.3423 0.5446 -0.547
H -0.0430 2.2461 -0.4915 0.374
H 0.6738 0.8181 1.9612 0.196
H -1.7087 1.1544 1.6746 0.221
H -1.3167 2.8931 1.6690 0.174
H -2.2368 2.1829 0.3257 0.198
H 2.3661 1.7880 -0.4104 0.187
H 2.9642 0.9505 1.1088 0.206
```

Record 7
The following is a quantum chemistry calculation of a 2-piece molecular cluster, C6H14N2O2S overall, from the OMol25 dataset.

Results
- relative energy (zero: lowest compared OMol25 entry of this formula, charge and spin) (kcal per mole) = 89.0
- M (g mol⁻¹) = 178.3
- Kohn-Sham gap (spin up / spin down) (eV) = 8.0 / 8.0
- HOMO energy (spin up / spin down) (eV) = -7.846 / -7.844

```
25
Properties=species:S:1:pos:R:3:nbo_charge:R:1
C 2.3794 -0.7661 0.7045 -0.316
C 1.7868 0.3852 0.3223 -0.302
C -1.6669 1.1769 0.6700 -0.685
C 1.1993 -0.3286 -2.0444 -0.654
C -0.9762 0.1281 -0.0491 -0.657
C 1.0828 0.6956 -0.8788 0.365
N 0.7948 2.0016 -1.2497 -0.809
N -2.4818 -1.6737 1.0588 -1.107
O -0.1881 -2.3672 0.3364 -0.964
O -0.4092 -0.8847 2.2192 -0.985
S -0.8707 -1.2436 0.9210 2.311
H 2.6574 -0.9295 1.8266 0.227
H 2.2889 -1.6474 0.1285 0.203
H 2.0119 1.2608 0.9339 0.203
H -1.7235 0.7175 1.6390 0.252
H -2.5257 1.5194 0.2135 0.211
H -1.0630 2.0442 0.8075 0.208
H 2.0530 -0.0444 -2.6695 0.228
H 0.2793 -0.2487 -2.5323 0.209
H 1.2908 -1.3411 -1.6609 0.246
H -1.2570 -0.2170 -1.0862 0.227
H -0.0076 2.2048 -1.7851 0.393
H 1.0386 2.7218 -0.5775 0.387
H -2.5462 -2.2389 1.9274 0.406
H -3.1470 -0.9248 0.8248 0.403
```

Record 8
The following is a quantum chemistry calculation of C6H14N2O3S as an isolated structure, from the OMol25 dataset.

Results
- relative energy (zero: lowest compared OMol25 entry of this formula, charge and spin) (kcal per mole) = 117.8
- M (g mol⁻¹) = 194.3
- Kohn-Sham gap (eV) = 9.2
- HOMO energy (eV) = -9.380

```
26
Properties=species:S:1:pos:R:3:nbo_charge:R:1
C 1.5304 0.3313 2.6862 -0.591
C 0.1948 -0.5250 2.6531 -0.391
C -0.2125 -0.7282 1.2170 -0.395
C -0.8181 0.6056 0.7480 -0.463
C -1.5916 0.6638 -0.5567 -0.138
C -2.1167 -0.3711 -1.2063 -0.393
N 0.4884 -1.8005 -2.4701 -0.238
N 0.2035 -1.0392 -1.5841 -0.266
O 0.0534 0.6533 -3.3886 -0.946
O 0.9248 1.5857 -1.3496 -0.916
O 2.3937 0.0727 -2.5183 -0.885
S 1.0349 0.4286 -2.1369 2.358
H 1.3797 1.2180 2.0131 0.199
H 1.7811 0.6762 3.7652 0.200
H 2.3528 -0.1597 2.3983 0.194
H 0.4520 -1.3833 3.1312 0.198
H -0.5279 -0.1100 3.2644 0.192
H 0.6645 -0.9355 0.6655 0.197
H -0.8669 -1.6269 1.0811 0.212
H -0.1023 1.4916 0.7725 0.230
H -1.4400 0.8526 1.5793 0.218
H -1.8462 1.5701 -0.8700 0.180
H -0.5199 1.3992 -3.5443 0.543
H -2.6867 -0.1384 -1.9999 0.179
H -1.7746 -1.3737 -1.1900 0.202
H 1.0496 -1.3571 -3.1603 0.319
```

Record 9
The following is a quantum chemistry calculation of a 3-piece molecular cluster, C6H14N3 overall, from the OMol25 dataset.

Results
- charge = +1
- relative energy (zero: lowest compared OMol25 entry of this formula, charge and spin) (kcal per mole) = 118.7
- M (g mol⁻¹) = 128.2
- Kohn-Sham gap (eV) = 9.0
- HOMO energy (eV) = -12.901

```
23
Properties=species:S:1:pos:R:3:nbo_charge:R:1
C 0.1992 -2.1717 -0.4317 -0.394
C -1.9850 0.7968 -2.4261 -0.437
C 0.6502 -2.6849 0.6815 -0.196
C -1.7322 0.8157 -1.1500 -0.017
C 0.9145 -1.9189 1.9610 -0.247
C 0.1272 2.0141 -0.4666 0.493
N 0.2966 3.2127 -0.9442 -0.795
N 0.9706 1.4062 0.2295 -0.783
N 0.3428 -0.5357 1.9213 -0.875
H -0.2067 -2.7206 -1.3708 0.223
H -0.0094 -1.1341 -0.4669 0.160
H -2.7073 -0.0213 -2.5620 0.268
H -1.4543 1.0855 -3.3694 0.272
H 0.6988 -3.7737 0.7083 0.223
H -2.3019 0.8097 -0.2955 0.210
H 2.0377 -1.5962 2.0640 0.209
H 0.6241 -2.5085 2.8203 0.211
H -0.3908 3.5708 -1.6954 0.438
H 1.1815 3.8021 -0.7775 0.420
H 1.9507 1.5754 0.3037 0.401
H 0.8322 0.5152 0.6699 0.448
H -0.6628 -0.4176 1.7557 0.375
H 0.6242 -0.1210 2.8410 0.391
```

Record 10
The following is a quantum chemistry calculation of an isolated ion of composition C6H14N3O and charge +1, from the OMol25 dataset.

Results
- charge = +1
- relative energy (zero: lowest compared OMol25 entry of this formula, charge and spin) (kcal per mole) = 33.9
- M (g mol⁻¹) = 144.2
- Kohn-Sham gap (eV) = 11.2
- HOMO energy (eV) = -14.091

```
24
Properties=species:S:1:pos:R:3:nbo_charge:R:1
C -1.1675 -0.2615 0.1647 0.783
C 0.4947 0.0323 -1.8170 0.339
C 1.1669 1.1799 -2.5420 -0.659
C 1.2818 -1.2817 -1.4379 -0.650
C 0.1612 0.1252 3.5555 -0.617
C -1.0759 0.1048 2.7207 -0.228
N -0.5941 0.5548 -0.9932 -0.288
N -0.7519 0.3603 1.3053 -0.590
N -0.9454 -0.2875 -2.2496 -0.462
O -1.7097 -1.3048 -0.0413 -0.592
H 0.4000 1.9182 -2.9586 0.253
H 1.9522 0.8592 -3.2340 0.256
H 1.7698 1.7557 -1.7632 0.264
H 0.8058 -1.9125 -0.7496 0.249
H 2.3267 -1.0262 -1.2516 0.258
H 1.4569 -1.7840 -2.3014 0.246
H -0.3491 0.0103 4.5982 0.244
H 0.9323 -0.4831 3.1900 0.224
H 0.5600 1.1919 3.6132 0.209
H -1.5229 -0.8894 2.7945 0.226
H -1.8890 0.8103 3.1463 0.219
H -0.3836 1.2470 1.0673 0.403
H -1.5115 0.2885 -2.8609 0.441
H -1.4075 -1.2074 -1.9553 0.472
```

Record 11
The following is a quantum chemistry calculation of an isolated ion of composition C6H14N3O and charge +1, from the OMol25 dataset.

Results
- charge = +1
- relative energy (zero: lowest compared OMol25 entry of this formula, charge and spin) (kcal per mole) = 44.8
- M (g mol⁻¹) = 144.2
- Kohn-Sham gap (eV) = 9.6
- HOMO energy (eV) = -13.334

```
24
Properties=species:S:1:pos:R:3:nbo_charge:R:1
C 0.7873 1.1969 -0.0744 0.469
C -1.5047 -0.5686 -0.6734 -0.245
C -2.3409 0.1322 0.4113 -0.244
C -0.0575 0.2640 0.9034 0.086
C 0.3181 -1.9589 -0.0108 -0.431
C 2.2102 0.7891 -0.2540 -0.150
N 0.1217 1.9458 -0.9344 -0.721
N -0.1558 -0.6220 -0.1870 -0.407
N -1.3615 0.8174 1.2693 -0.629
O 2.6270 0.1171 0.8357 -0.689
H -1.9418 -1.5499 -0.7060 0.243
H -1.3950 -0.0906 -1.5540 0.192
H -3.1128 0.7400 -0.1172 0.211
H -2.8804 -0.5648 1.0720 0.206
H 0.5005 -0.0477 1.7788 0.256
H 0.2597 -2.4845 1.0595 0.218
H -0.0654 -2.5911 -0.8391 0.230
H 1.4372 -2.0183 -0.1789 0.211
H 2.6704 1.7705 -0.4283 0.205
H 2.4169 0.3671 -1.2486 0.214
H 0.5867 2.0607 -1.8773 0.413
H -0.9774 1.9628 -1.0869 0.455
H -1.6535 0.6310 2.2143 0.399
H 3.5109 -0.2981 0.6259 0.508
```

Record 12
The following is a quantum chemistry calculation of C6H14N3O2 as an isolated structure, from the OMol25 dataset.

Results
- charge = +1
- relative energy (zero: lowest compared OMol25 entry of this formula, charge and spin) (kcal per mole) = 28.7
- M (g mol⁻¹) = 160.2
- Kohn-Sham gap (eV) = 10.2
- HOMO energy (eV) = -12.884

```
25
Properties=species:S:1:pos:R:3:nbo_charge:R:1
C 2.7178 -0.0893 -0.0791 0.584
C -1.8010 0.6792 0.8475 -0.452
C -1.8374 0.1282 -0.6251 -0.458
C -0.2878 0.9062 1.0959 -0.058
C -0.6637 -0.7607 -1.0146 0.015
C 0.2161 -0.8626 0.1947 0.352
N -0.2122 -1.7829 1.1472 -0.854
N 1.6578 -0.9159 -0.1055 -0.641
N 0.3180 1.9236 0.2263 -0.778
O 2.7664 1.0647 0.1178 -0.599
O 0.0617 -0.1127 -2.0125 -0.764
H 3.6434 -0.6866 -0.1676 0.149
H -2.2632 1.6843 0.7713 0.235
H -2.2337 -0.1269 1.5775 0.269
H -2.8411 -0.3339 -0.6839 0.254
H -1.8672 0.9585 -1.4259 0.237
H -0.0472 0.9104 2.1686 0.235
H -0.8426 -1.8006 -1.4482 0.205
H -0.6526 -2.6108 0.7607 0.389
H 0.5010 -2.0585 1.8895 0.406
H 1.9004 -1.8811 -0.2751 0.403
H -0.0078 2.8635 0.4841 0.425
H 0.0859 1.6689 -0.7305 0.443
H 1.5064 1.8417 0.1878 0.483
H 0.1825 -0.6066 -2.9009 0.520
```

Number 1: F_max 2.81 eV Å⁻¹. Number 2: F_max 6.34 eV Å⁻¹. Number 3: F_max 5.19 eV Å⁻¹. Number 4: F_max 6.16 eV Å⁻¹. Number 5: F_max 1.17 eV Å⁻¹. Number 6: F_max 0.50 eV Å⁻¹. Number 7: F_max 4.68 eV Å⁻¹. Number 8: F_max 5.52 eV Å⁻¹. Number 9: F_max 5.10 eV Å⁻¹. Number 10: F_max 4.79 eV Å⁻¹. Number 11: F_max 4.00 eV Å⁻¹. Number 12: F_max 5.13 eV Å⁻¹.